Computed, not measured: a structure of composition C26H25KN7O2S4 in a non-equilibrium geometry, with ωB97M-V/def2-TZVPD.

Element x y z (Å)
K 0.11866 0.06521 -0.21470
C -6.13748 0.25456 -0.30235
S -4.94601 0.84278 -1.52839
C -3.57431 -0.29047 -1.32313
S -3.44223 -1.31040 0.01056
N -2.74640 -0.16743 -2.32508
N -1.53179 -0.68759 -2.18193
C -0.92036 -1.05780 -3.24637
C 0.42739 -1.59450 -3.20083
C 1.13128 -1.80596 -4.39330
C 2.38121 -2.39039 -4.34362
C 2.90473 -2.75464 -3.11106
C 2.15522 -2.47128 -1.97949
N 0.95463 -1.91250 -2.01080
H -7.04223 0.84779 -0.43724
H -5.73780 0.38762 0.69792
H -6.34391 -0.79776 -0.47790
H -1.40869 -1.00054 -4.22128
H 0.68865 -1.50478 -5.33419
H 2.94354 -2.55841 -5.25380
H 3.87056 -3.23387 -3.02967
H 2.53364 -2.71050 -0.99005
N 2.47975 -0.38048 3.96826
C 3.18589 0.75627 3.63959
C 4.15438 1.48975 4.31179
C 4.63698 2.61322 3.66646
C 4.17250 2.98778 2.39899
C 3.21407 2.25471 1.72860
C 2.71042 1.12229 2.36484
N 1.74492 0.22371 1.95426
C 1.63073 -0.64462 2.92311
C 0.68088 -1.74211 2.91399
C 0.46982 -2.67401 3.89127
S -0.80121 -3.73193 3.43263
C -0.96448 -2.84758 1.94838
N -0.14223 -1.86862 1.82786
H 2.55529 -0.89955 4.82255
H 4.50729 1.19896 5.29381
H 5.38878 3.22061 4.15462
H 4.57015 3.88208 1.93743
H 2.83837 2.55297 0.76120
H 0.96883 -2.79433 4.83888
H -1.71591 -3.10133 1.21103
N 0.72672 3.64988 -3.05708
C 0.80431 2.21085 -2.82662
C 2.21609 1.86355 -2.34313
O 3.08267 2.85159 -2.52261
O 2.52298 0.78936 -1.88133
H -0.07747 3.87042 -3.63039
H 2.53507 3.60127 -2.86545
H 0.56424 4.07639 -2.12864
H 0.63596 1.66735 -3.75883
H 0.09039 1.83203 -2.08537
S 0.43771 3.76846 0.12462
C -0.37841 5.10263 0.88090
C -0.56095 5.12822 2.27285
C -1.17495 6.20202 2.89475
C -1.63076 7.28381 2.15115
C -1.46936 7.26775 0.77206
C -0.85363 6.19764 0.14315
H -0.20772 4.28380 2.85092
H -1.30320 6.19502 3.97193
H -2.10390 8.12692 2.64030
H -1.83055 8.10191 0.17984
H -0.73628 6.19469 -0.93319

Multiplicity ... 1
Charge ... -1

***

Computed, not measured: a cluster of 7 separate species, C5H17BrIN3O10P2 in total in a non-equilibrium geometry, with ωB97M-V/def2-TZVPD.

Element x y z (Å)
N -0.18665 -2.06856 2.13007
C -0.42041 -1.70276 0.89855
C -0.59229 -1.23127 -0.66198
C -0.95940 -2.54488 -1.61857
O -0.35322 -3.80753 -1.11750
N 0.04971 -4.51093 -2.19509
O -0.90057 -4.86575 -2.87957
C -1.58269 0.05336 -0.89771
C -2.10356 -0.04031 -2.48394
N -2.51979 -0.28735 -3.70776
P -3.15106 0.08246 0.19114
O -2.79753 0.65084 1.83090
Br -3.96690 -2.06511 0.46722
P -0.51294 1.64993 -0.79539
O 0.63512 1.59025 0.51521
I 0.79759 1.64243 -2.89286
H 0.48967 -0.88706 -1.02894
H -2.11212 -2.72880 -1.71611
H -0.46062 -2.29945 -2.67148
H -2.06881 0.10102 2.24528
H 0.29857 1.02174 1.26857
O 1.53837 -4.48873 4.13692
H 1.08710 -5.17055 3.61675
H 1.29608 -3.66013 3.69679
O -6.52130 -2.91875 -1.16107
H -6.72109 -3.10646 -2.09055
H -6.74908 -3.74124 -0.70213
O -1.19194 3.44020 -4.68756
H -1.64321 2.75838 -5.20773
H -1.43423 4.26880 -5.12769
O 3.10488 1.31107 1.88270
H 2.26369 1.57452 1.48010
H 3.28029 2.00651 2.53431
O 4.68239 3.66955 2.00055
H 5.06139 4.10902 2.77664
H 5.19029 2.84769 1.92583
O 6.49439 6.06682 3.38642
H 5.93107 6.46917 2.70827
H 6.74878 6.81186 3.95140

Multiplicity ... 1
Charge ... 0
SMILES ... N#C[C@@H](CON=O)[C@@](C#N)(P(O)Br)P(O)I.O.O.O.O.O.O

***

Computed, not measured: an isolated molecule of C7H12 in a non-equilibrium geometry, with ωB97M-V/def2-TZVPD.

Element x y z (Å)
C -1.75010 0.26906 -2.23693
C -0.86904 -0.24866 -1.38053
C -1.20647 -1.53315 -0.62894
C 0.55794 0.23978 -1.12931
C 1.00176 0.10144 0.32306
C 0.92753 1.00901 1.29233
C 1.27803 0.73363 2.74115
H -2.60821 -0.30539 -2.55517
H -1.43020 1.09375 -2.86744
H -0.38318 -2.22925 -0.53973
H -2.00587 -2.04060 -1.17210
H -1.54767 -1.19828 0.35247
H 1.30251 -0.24268 -1.74611
H 0.45281 1.32134 -1.22875
H 1.58517 -0.79566 0.54086
H 0.56156 2.00097 1.03217
H 2.10102 1.38187 3.03410
H 0.34454 0.71677 3.29374
H 1.68789 -0.27396 2.87513

Multiplicity ... 1
Charge ... 0
SMILES ... C=C(C)C/C=C/C

***

Computed, not measured: a structure of composition C9H11N in a non-equilibrium geometry, with ωB97M-V/def2-TZVPD.

Element x y z (Å)
C 0.12642 -0.68798 2.03604
C -0.18602 -0.19247 0.65044
C -0.75667 -0.83118 -0.53784
C 0.56968 -0.42992 -1.46510
C -0.20182 0.80954 -1.79426
C -1.44764 0.44408 -0.89375
C -0.92950 1.23164 0.27109
C 0.33032 1.61985 -0.59206
C 1.08967 0.36863 -0.13062
H 1.79908 -1.53569 0.69302
H 0.49847 -2.76756 1.82740
H -0.69735 -1.43279 2.51743
H 0.51484 0.10484 2.79164
H -1.03485 -1.87146 -0.74362
H 1.01038 -1.19244 -2.26186
H -0.38019 1.24306 -2.73655
H -2.52709 0.50885 -1.20259
H -1.43699 1.87150 0.88254
H 0.80359 2.67084 -0.70303
H 2.02394 0.16560 0.50903
N 1.12278 -1.67972 1.88041

Multiplicity ... 1
Charge ... 0

***

Computed, not measured: a structure of composition C4H3N in a non-equilibrium geometry, with ωB97M-V/def2-TZVPD.

Element x y z (Å)
C 1.67029 0.81097 -0.05052
C 0.51933 0.42164 -0.07174
C -0.68589 -0.70754 0.14313
C -1.96770 0.01604 -0.26002
N -1.20479 0.95748 -0.46639
H 2.73288 0.94014 0.04348
H -0.64717 -0.93086 1.21201
H -0.41696 -1.50787 -0.54996

Multiplicity ... 1
Charge ... 0

***

Computed, not measured: the ion C5H10N2 with charge +2 in a non-equilibrium geometry, with ωB97M-V/def2-TZVPD.

Element x y z (Å)
C 1.22446 1.89318 -1.91611
N 0.38515 1.15161 -1.35386
C -0.19600 0.39920 -0.57618
C -0.11031 -0.00204 0.88555
C 1.25934 0.07540 1.60244
C -0.56223 -0.98021 -0.18564
N -2.00670 -1.33626 -0.10792
H 2.31518 1.77742 -1.83577
H 1.12004 2.85504 -2.37289
H -0.94863 0.13475 1.66382
H 1.94954 -0.24606 0.89251
H 1.11915 -0.59477 2.52828
H 1.55348 1.15654 1.79750
H -0.01577 -1.82345 -0.63977
H -2.76013 -0.67633 0.09922
H -2.06972 -2.04109 0.62979
H -2.25686 -1.74291 -1.11099

Multiplicity ... 1
Charge ... +2
SMILES ... C=[N+]=C1[C@H](C)[C@H]1[NH3+]

***

Computed, not measured: a structure of composition C34H40CdN4O6S2Si, with ωB97M-V/def2-TZVPD.

Element x y z (Å)
Cd -0.37782 0.16741 -0.93887
C 1.41280 0.78201 -3.85382
N 2.00675 0.97290 -2.53746
C 2.86685 -0.15201 -2.17232
C 2.77906 2.20990 -2.48483
C 2.01167 3.48587 -2.16184
N 1.49465 3.52729 -0.81281
C 0.63625 4.67953 -0.61150
C 2.53793 3.50623 0.19248
H 2.17756 0.82918 -4.65025
H 0.66114 1.55183 -4.04527
H 0.92096 -0.18812 -3.90704
H 3.75644 -0.21585 -2.82521
H 2.31278 -1.08775 -2.25019
H 3.19427 -0.03745 -1.13634
H 3.29878 2.35392 -3.44672
H 3.55772 2.09240 -1.73013
H 1.17381 3.60397 -2.85301
H 2.70534 4.33439 -2.33279
H 1.20371 5.63107 -0.67986
H 0.17192 4.60756 0.37308
H -0.15731 4.68635 -1.35624
H 3.28448 4.30837 0.02949
H 3.05488 2.54477 0.20806
H 2.08376 3.64610 1.17228
O 2.12194 -3.57991 -1.11207
C 1.07236 -2.92016 -1.24037
O 0.41859 -2.49753 -0.04375
C 0.42155 -2.44982 -2.37762
C 0.84624 -2.89007 -3.65973
C 0.10234 -2.66407 -4.76815
C -1.22050 -2.03669 -4.62644
C -2.11934 -1.95451 -5.68081
C -3.39835 -1.40055 -5.53240
C -3.77123 -0.93765 -4.28118
C -2.88748 -1.00695 -3.20634
C -1.58532 -1.51939 -3.34102
N -0.72343 -1.55496 -2.26695
H 1.77690 -3.44714 -3.70081
H 0.41558 -3.02104 -5.74548
H -1.80597 -2.33254 -6.65144
H -4.07833 -1.34516 -6.37581
H -4.76134 -0.51660 -4.12713
H -3.20117 -0.66527 -2.22677
S -1.95203 2.14005 -2.18614
C -2.65921 1.96364 -0.66649
N -2.45886 0.94484 0.14414
C -3.02560 1.12796 1.39408
C -2.89093 0.27343 2.48940
C -3.51402 0.59553 3.68594
C -4.27719 1.75658 3.81291
C -4.41014 2.62363 2.73564
C -3.77945 2.30514 1.54093
S -3.71417 3.20201 0.05020
H -2.28016 -0.61665 2.39433
H -3.39668 -0.06437 4.53814
H -4.75620 1.98994 4.75628
H -4.98337 3.54029 2.82719
C -0.18003 -5.28939 0.39626
Si -0.60155 -3.49994 0.75346
C -0.38837 -3.13281 2.57993
C -2.39086 -3.26609 0.26142
H -0.70877 -5.98052 1.06608
H 0.90012 -5.45272 0.49113
H -0.45953 -5.52273 -0.63721
H -1.11824 -3.67892 3.19283
H -0.51524 -2.05748 2.76335
H 0.62047 -3.40857 2.90632
H -3.07115 -3.71355 0.99952
H -2.56700 -3.73584 -0.71203
H -2.64808 -2.21153 0.15121
O -0.12068 2.17140 1.51298
C 0.61447 1.19848 1.68946
O 0.94306 0.29254 0.84260
C 1.21119 0.99979 3.07138
C 0.80597 1.81524 4.11548
C 1.35688 1.69477 5.39645
C 2.32102 0.73578 5.56150
O 3.02512 0.42595 6.70271
C 3.90493 -0.64042 6.34378
O 3.69383 -0.95259 4.97515
C 2.71742 -0.08279 4.52798
C 2.18257 0.01340 3.27021
H 0.03784 2.55082 3.91037
H 1.04309 2.32487 6.22086
H 3.69048 -1.51562 6.96005
H 4.93962 -0.32742 6.49636
H 2.46799 -0.63606 2.44923

Multiplicity ... 1
Charge ... -2

***

Computed, not measured: a cluster of 6 separate species, C32H48F17O10P in total in a non-equilibrium geometry, with ωB97M-V/def2-TZVPD.

Element x y z (Å)
C 11.56820 0.51559 -1.83560
C 10.48324 1.73238 -1.47934
C 11.01961 2.95438 -0.52742
C 9.11126 1.56934 -2.03176
C 7.93714 0.58370 -1.38825
C 6.64448 0.47445 -2.43967
C 5.25503 -0.01406 -1.69712
C 5.11694 -1.64854 -1.78133
C 4.02194 0.80836 -2.42942
C 2.53780 0.44171 -1.82305
P 1.10413 1.42602 -2.63258
F 1.73225 2.82117 -3.54809
C 0.02288 2.26881 -1.24970
C -1.05059 1.21589 -0.55738
F -0.74046 3.35178 -1.96497
H 12.64080 0.99007 -1.84425
H 11.40765 -0.29672 -1.00435
H 11.22362 0.10705 -2.89671
H 10.30496 3.87882 -0.45262
H 12.07428 3.35056 -0.91768
H 11.24732 2.50494 0.55315
H 8.81142 2.13931 -3.03199
H 8.41032 -0.50256 -1.37866
H 7.59643 0.90266 -0.31307
H 6.44083 1.57291 -2.85380
H 6.88494 -0.28217 -3.30651
H 5.25537 0.30233 -0.55944
H 5.37149 -2.05680 -0.68965
H 5.88417 -2.15988 -2.50211
H 4.05142 -2.03570 -2.08059
H 4.08577 0.64905 -3.60331
H 4.23957 1.96355 -2.23851
H 2.33278 -0.69670 -2.00271
H 2.56516 0.61909 -0.65241
H 0.78900 2.68866 -0.46231
H -0.46273 0.25988 -0.15991
H -1.94565 0.91975 -1.28390
H -1.56669 1.81806 0.33024
C 4.36765 -7.42960 0.44354
C 2.93752 -7.20798 0.90009
O 2.62818 -5.80631 0.93607
C 2.32884 -5.22429 -0.26852
O 2.31630 -5.82815 -1.33679
C 1.97704 -3.74876 -0.07982
F 2.86006 -3.09572 0.72888
F 0.74797 -3.58391 0.48793
F 1.95144 -3.05198 -1.25084
H 5.06387 -6.86563 1.07276
H 4.62838 -8.49099 0.48813
H 4.51482 -7.08115 -0.58317
H 2.81786 -7.58616 1.92083
H 2.22097 -7.74808 0.27022
C -1.99923 -3.20045 0.93791
C -2.46637 -2.85638 2.34013
O -3.40284 -1.76837 2.30993
C -4.68997 -2.09071 1.96531
O -5.06121 -3.22757 1.69012
C -5.58602 -0.85336 2.01664
F -5.02596 0.22866 1.40365
F -5.85436 -0.46820 3.29718
F -6.79437 -1.04389 1.41580
H -1.59207 -2.31440 0.44007
H -1.22979 -3.97743 0.96574
H -2.82844 -3.55819 0.32014
H -1.61137 -2.52331 2.93786
H -2.89712 -3.72588 2.85036
C -9.54795 0.07810 0.00737
C -10.01509 0.42217 1.40959
O -10.95156 1.51018 1.37939
C -12.23869 1.18784 1.03477
O -12.60993 0.05098 0.75958
C -13.13474 2.42519 1.08610
F -12.57468 3.50721 0.47311
F -13.40308 2.81035 2.36664
F -14.34310 2.23466 0.48526
H -9.14079 0.96415 -0.49047
H -8.77851 -0.69888 0.03520
H -10.37716 -0.27964 -0.61040
H -9.16009 0.75524 2.00732
H -10.44585 -0.44733 1.91982
C -2.74314 5.46375 -3.24149
C -3.55170 4.36637 -3.90842
O -4.83358 4.86219 -4.32388
C -4.85238 5.57947 -5.49201
O -3.85637 5.80851 -6.17136
C -6.27894 6.00585 -5.83798
F -6.94572 6.53062 -4.77017
F -7.03325 4.95915 -6.28018
F -6.33067 6.95226 -6.81731
H -3.30617 5.90725 -2.41383
H -1.79797 5.06941 -2.85722
H -2.51941 6.27352 -3.94252
H -3.73980 3.56308 -3.18830
H -3.01425 3.92168 -4.75418
C 1.06017 1.30818 6.13482
C 0.45339 0.16910 6.93302
O 0.35495 -1.01691 6.12968
C 1.50908 -1.74176 5.98156
O 2.58328 -1.43020 6.48657
C 1.25276 -2.99551 5.14550
F 0.52565 -2.73910 4.02044
F 0.55744 -3.94100 5.84026
F 2.39932 -3.59990 4.72413
H 0.49416 1.47572 5.21272
H 1.06603 2.23174 6.72090
H 2.08873 1.08117 5.83858
H -0.56572 0.43583 7.23218
H 1.01742 -0.02958 7.85188

Multiplicity ... 1
Charge ... 0
SMILES ... CC(C)=CCC[C@H](C)CCP(F)[C@H](C)F.CCOC(=O)C(F)(F)F.CCOC(=O)C(F)(F)F.CCOC(=O)C(F)(F)F.CCOC(=O)C(F)(F)F.CCOC(=O)C(F)(F)F

***

Number 1: E_HOMO -3.78 eV. Number 2: E_HOMO -9.44 eV. Number 3: E_HOMO -9.22 eV. Number 4: E_HOMO -8.57 eV. Number 5: E_HOMO -9.56 eV. Number 6: E_HOMO -19.80 eV. Number 7: E_HOMO 0.57 eV. Number 8: E_HOMO -6.93 eV.